(1)
{"formula": "C29H20F2N6O9OsS", "method": "ωB97M-V with the def2-TZVPD basis set", "elements": ["Os", "O", "C", "C", "O", "C", "C", "O", "C", "O", "O", "F", "C", "F", "H", "C", "C", "C", "C", "N", "C", "S", "N", "C", "H", "H", "H", "H", "H", "H", "H", "H", "N", "C", "C", "C", "C", "C", "C", "C", "N", "C", "C", "N", "C", "H", "H", "H", "H", "H", "H", "H", "O", "C", "O", "C", "C", "C", "C", "C", "C", "N", "O", "O", "H", "H", "H", "H"], "coordinates": [[0.13, -1.24, 0.47], [2.53, -6.98, -0.03], [2.12, -5.86, -0.07], [2.89, -4.59, 0.36], [4.06, -4.50, 0.58], [1.85, -3.52, 0.39], [0.61, -4.00, -0.06], [-0.41, -3.23, -0.11], [0.72, -5.41, -0.52], [-0.08, -6.05, -1.15], [1.96, -2.30, 0.71], [-2.15, -0.25, -1.08], [-1.84, -0.66, 0.21], [-2.22, 0.37, 1.02], [-2.52, -1.49, 0.44], [-2.00, 2.44, 6.18], [-2.11, 3.28, 4.96], [-2.94, 4.36, 4.82], [-2.96, 5.01, 3.57], [-2.20, 4.65, 2.56], [-1.36, 3.59, 2.69], [-0.36, 3.06, 1.46], [-1.34, 2.94, 3.91], [-3.90, 6.15, 3.33], [-2.50, 2.91, 7.02], [-0.96, 2.25, 6.43], [-2.47, 1.47, 6.00], [-3.57, 4.68, 5.64], [-0.77, 2.09, 3.99], [-3.98, 6.79, 4.21], [-4.89, 5.76, 3.11], [-3.57, 6.73, 2.47], [-3.09, -2.18, -9.68], [-2.56, -2.04, -8.68], [-1.88, -1.86, -7.42], [-2.59, -1.95, -6.22], [-1.94, -1.77, -5.02], [-0.58, -1.52, -5.00], [0.14, -1.43, -6.18], [-0.52, -1.60, -7.39], [0.10, -1.33, -3.75], [1.36, -0.79, -3.57], [1.56, -0.74, -2.24], [0.44, -1.22, -1.59], [-0.41, -1.57, -2.54], [-3.65, -2.15, -6.24], [-2.51, -1.82, -4.10], [1.20, -1.24, -6.18], [0.03, -1.53, -8.32], [2.01, -0.51, -4.38], [2.44, -0.44, -1.70], [-1.36, -2.04, -2.35], [0.05, 0.43, 4.12], [0.42, -0.06, 3.07], [-0.25, -0.97, 2.41], [1.72, 0.33, 2.44], [1.74, 0.60, 1.07], [2.91, 0.98, 0.46], [4.06, 1.07, 1.23], [4.07, 0.80, 2.58], [2.87, 0.44, 3.19], [5.31, 1.46, 0.56], [5.28, 1.63, -0.64], [6.30, 1.57, 1.25], [0.78, 0.62, 0.48], [2.96, 1.27, -0.58], [4.99, 0.89, 3.13], [2.83, 0.24, 4.25]], "lowdin_charge": [1.587, 0.187, -0.220, -0.253, 0.158, -0.275, -0.270, -0.066, -0.248, 0.156, -0.077, -0.059, -0.453, -0.041, 0.112, -0.003, -0.269, 0.012, -0.315, 0.100, -0.816, 0.656, 0.109, -0.027, 0.083, 0.091, 0.099, 0.117, 0.096, 0.080, 0.090, 0.081, 0.170, -0.172, -0.220, -0.002, 0.014, -0.153, 0.007, -0.005, 0.027, 0.000, -0.060, -0.094, -0.091, 0.129, 0.118, 0.111, 0.128, 0.124, 0.101, 0.141, 0.086, -0.555, -0.157, -0.156, -0.166, 0.016, -0.115, 0.045, 0.036, -0.347, 0.082, 0.097, 0.060, 0.116, 0.128, 0.134], "total_energy_ev": -76497.8261, "e_lumo_ev": [-3.37, -3.29], "e_homo_ev": [-7.9, -7.9], "orbital_gap_ev": [4.57, 4.65], "relative_energy_kcal_mol": 0.0, "largest_force_ha_per_bohr": 0.0581}


(2)
{"formula": "C29H20IIrNPS2", "method": "ωB97M-V with the def2-TZVPD basis set", "elements": ["Ir", "S", "C", "N", "C", "C", "C", "C", "C", "C", "S", "H", "H", "H", "H", "I", "C", "C", "C", "C", "C", "C", "C", "C", "C", "P", "C", "C", "C", "C", "C", "C", "C", "C", "C", "C", "C", "C", "C", "H", "H", "H", "H", "H", "H", "H", "H", "H", "H", "H", "H", "H", "H", "H", "H"], "coordinates": [[0.61, 0.96, -0.69], [2.87, 1.58, -0.67], [2.22, 3.12, -0.50], [0.86, 3.11, -0.59], [0.35, 4.35, -0.51], [-1.01, 4.74, -0.62], [-1.31, 6.06, -0.50], [-0.30, 7.04, -0.28], [1.04, 6.70, -0.18], [1.36, 5.36, -0.31], [2.94, 4.65, -0.27], [-1.78, 4.01, -0.81], [-2.34, 6.39, -0.58], [-0.59, 8.08, -0.19], [1.80, 7.45, -0.03], [-2.00, 1.13, -0.31], [-2.89, -0.64, 0.45], [-4.12, -0.44, 1.00], [-4.94, -1.55, 1.27], [-4.55, -2.79, 0.88], [-3.27, -3.01, 0.30], [-2.89, -4.30, -0.15], [-1.67, -4.52, -0.73], [-0.74, -3.47, -0.78], [-1.06, -2.20, -0.35], [0.37, -1.21, 0.02], [1.41, -1.14, -1.39], [0.75, -0.45, -2.46], [1.54, -0.04, -3.59], [2.87, -0.34, -3.63], [3.50, -1.04, -2.56], [2.81, -1.39, -1.43], [1.07, -1.62, 1.59], [2.07, -0.81, 2.14], [2.63, -1.16, 3.36], [2.19, -2.29, 4.03], [1.18, -3.08, 3.49], [0.61, -2.75, 2.27], [-2.38, -1.92, 0.13], [-4.49, 0.56, 1.22], [-5.91, -1.39, 1.73], [-5.21, -3.64, 1.02], [-3.59, -5.11, -0.04], [-1.41, -5.50, -1.10], [0.27, -3.69, -1.13], [-0.31, -0.60, -2.62], [1.05, 0.43, -4.43], [3.45, -0.08, -4.50], [4.55, -1.29, -2.65], [3.30, -1.90, -0.61], [2.41, 0.08, 1.63], [3.41, -0.54, 3.79], [2.63, -2.56, 4.98], [0.83, -3.96, 4.02], [-0.18, -3.37, 1.86]], "lowdin_charge": [0.643, 0.879, -1.016, -0.140, -0.245, 0.004, 0.013, 0.047, -0.022, -0.388, 1.214, 0.062, 0.138, 0.143, 0.141, 1.270, -0.536, -0.117, -0.016, 0.026, -0.129, 0.041, -0.015, -0.052, -0.322, 0.942, -0.442, -0.223, -0.033, -0.015, -0.030, -0.103, -0.329, -0.085, -0.031, -0.004, -0.021, -0.042, -0.207, 0.111, 0.134, 0.140, 0.142, 0.132, 0.128, 0.109, 0.135, 0.137, 0.140, 0.133, 0.059, 0.126, 0.132, 0.130, 0.112], "total_energy_ev": -73759.6464, "e_lumo_ev": [-10.60, -12.18], "e_homo_ev": [-16.7, -16.7], "orbital_gap_ev": [6.05, 4.48], "total_charge": 3, "relative_energy_kcal_mol": 8.3, "largest_force_ha_per_bohr": 0.0042, "spin_multiplicity": 2}


(3)
{"formula": "C29H20IN2P2RuS4", "method": "ωB97M-V with the def2-TZVPD basis set", "elements": ["Ru", "S", "P", "C", "P", "S", "C", "C", "C", "C", "C", "C", "C", "C", "C", "C", "C", "C", "C", "C", "C", "C", "C", "C", "C", "C", "C", "C", "C", "C", "H", "H", "H", "H", "H", "H", "H", "H", "H", "H", "H", "H", "H", "H", "H", "H", "H", "H", "H", "H", "S", "C", "C", "N", "C", "S", "C", "N", "I"], "coordinates": [[-1.11, 0.41, 0.39], [0.95, 1.56, -1.43], [1.39, 1.83, 0.49], [0.67, 0.77, 1.65], [1.21, -0.87, 1.76], [1.14, -2.13, 0.24], [2.91, -0.93, 2.49], [3.19, -0.16, 3.62], [4.46, -0.17, 4.18], [5.47, -0.95, 3.62], [5.20, -1.71, 2.49], [3.93, -1.69, 1.92], [0.31, -1.53, 3.25], [0.70, -2.76, 3.76], [0.09, -3.30, 4.89], [-0.93, -2.60, 5.52], [-1.33, -1.36, 5.02], [-0.70, -0.83, 3.90], [3.21, 1.97, 0.69], [3.78, 2.76, 1.69], [5.15, 2.79, 1.88], [5.98, 2.02, 1.07], [5.42, 1.22, 0.08], [4.05, 1.20, -0.11], [0.87, 3.52, 1.00], [1.09, 4.59, 0.13], [0.75, 5.88, 0.50], [0.18, 6.12, 1.75], [-0.04, 5.06, 2.61], [0.30, 3.76, 2.24], [2.40, 0.44, 4.05], [4.67, 0.44, 5.06], [6.46, -0.94, 4.05], [5.98, -2.31, 2.04], [3.70, -2.28, 1.04], [1.48, -3.32, 3.25], [0.40, -4.26, 5.27], [-1.42, -3.01, 6.39], [-2.13, -0.81, 5.50], [-1.00, 0.14, 3.53], [3.13, 3.36, 2.32], [5.58, 3.41, 2.66], [7.05, 2.03, 1.22], [6.06, 0.60, -0.54], [3.60, 0.58, -0.88], [1.51, 4.39, -0.85], [0.92, 6.70, -0.19], [-0.10, 7.13, 2.03], [-0.51, 5.24, 3.58], [0.12, 2.92, 2.90], [-1.83, -0.38, -1.92], [-2.57, -1.92, -1.61], [-2.92, -2.69, -2.77], [-3.21, -3.29, -3.72], [-2.84, -2.41, -0.37], [-2.49, -1.59, 1.11], [-3.48, -3.69, -0.24], [-3.99, -4.72, -0.11], [-2.90, 2.37, 0.84]], "lowdin_charge": [0.563, 0.192, 0.295, -0.676, 0.281, 0.196, -0.340, -0.089, -0.101, -0.117, -0.103, -0.119, -0.355, -0.095, -0.099, -0.113, -0.094, -0.134, -0.319, -0.082, -0.102, -0.112, -0.095, -0.104, -0.381, -0.105, -0.099, -0.112, -0.100, -0.145, 0.107, 0.093, 0.088, 0.092, 0.051, 0.099, 0.091, 0.088, 0.096, 0.071, 0.102, 0.092, 0.090, 0.096, 0.081, 0.082, 0.091, 0.088, 0.094, 0.079, 0.447, -0.794, -0.305, 0.121, -0.778, 0.510, -0.308, 0.120, -0.121], "total_energy_ev": -105981.9906, "e_lumo_ev": [4.24, 4.07], "e_homo_ev": [-1.6, -1.7], "orbital_gap_ev": [5.79, 5.79], "total_charge": -2, "relative_energy_kcal_mol": 11.9, "largest_force_ha_per_bohr": 0.0209, "spin_multiplicity": 6}


(4)
{"formula": "C29H21BF21MoNO2Sb", "method": "ωB97M-V with the def2-TZVPD basis set", "elements": ["Mo", "C", "C", "C", "C", "C", "N", "C", "C", "C", "C", "C", "C", "C", "C", "O", "C", "F", "F", "F", "C", "F", "F", "F", "C", "C", "C", "O", "C", "F", "F", "F", "C", "F", "F", "F", "H", "H", "H", "H", "H", "H", "H", "H", "H", "H", "H", "H", "F", "B", "F", "F", "F", "C", "Sb", "C", "C", "H", "H", "H", "H", "H", "H", "H", "H", "H", "F", "C", "C", "C", "F", "C", "F", "C", "F", "C", "F"], "coordinates": [[0.42, 0.49, -0.45], [0.89, -2.26, 6.16], [0.55, -1.81, 4.77], [-0.76, -1.82, 4.31], [-1.07, -1.39, 3.04], [-0.05, -0.94, 2.20], [-0.42, -0.34, 0.98], [-1.76, -0.22, 0.49], [-2.63, 0.62, 1.18], [-3.99, 0.55, 0.93], [-4.48, -0.38, 0.03], [-5.95, -0.47, -0.24], [-3.59, -1.19, -0.69], [-2.23, -1.09, -0.53], [-1.21, -1.78, -1.46], [-0.09, -0.94, -1.57], [-1.67, -1.98, -2.93], [-0.71, -2.62, -3.60], [-2.79, -2.69, -3.03], [-1.86, -0.81, -3.52], [-0.76, -3.15, -0.87], [0.35, -3.59, -1.45], [-1.72, -4.05, -1.03], [-0.51, -3.03, 0.44], [1.28, -0.98, 2.60], [1.55, -1.39, 3.90], [2.42, -0.62, 1.65], [2.05, -0.12, 0.41], [3.25, -1.89, 1.31], [2.51, -2.71, 0.56], [4.33, -1.56, 0.59], [3.65, -2.56, 2.38], [3.31, 0.49, 2.29], [2.54, 1.43, 2.83], [4.11, -0.01, 3.25], [4.09, 1.07, 1.38], [-0.01, -2.43, 6.75], [1.50, -1.51, 6.68], [1.46, -3.19, 6.14], [-1.56, -2.16, 4.96], [-2.10, -1.39, 2.70], [-2.23, 1.28, 1.93], [-4.67, 1.20, 1.46], [-6.53, -0.13, 0.62], [-6.25, -1.49, -0.48], [-6.22, 0.16, -1.09], [-4.00, -1.86, -1.44], [2.57, -1.41, 4.24], [-1.44, 3.69, 1.12], [-0.44, 3.46, 1.95], [0.71, 2.18, 0.48], [0.51, 4.34, 2.10], [-0.58, 2.48, 2.83], [3.09, -1.60, -2.50], [2.50, 0.41, -2.36], [1.98, 0.93, -4.33], [4.28, 1.44, -1.94], [3.27, -1.81, -3.55], [2.31, -2.25, -2.11], [4.00, -1.74, -1.92], [2.89, 1.19, -4.87], [1.30, 1.78, -4.33], [1.50, 0.08, -4.79], [4.12, 2.51, -2.08], [5.02, 1.08, -2.65], [4.60, 1.24, -0.93], [1.77, 3.08, -1.93], [0.44, 3.08, -2.20], [-0.36, 2.01, -1.84], [-1.70, 2.15, -2.17], [-2.63, 1.25, -1.81], [-2.21, 3.27, -2.82], [-3.51, 3.36, -3.09], [-1.36, 4.30, -3.18], [-1.83, 5.37, -3.80], [-0.01, 4.21, -2.86], [0.81, 5.19, -3.20]], "lowdin_charge": [1.852, -0.026, -0.223, 0.004, 0.021, -0.179, -0.095, -0.257, 0.026, 0.017, -0.201, -0.012, 0.053, -0.053, -0.234, -0.326, -0.566, 0.188, 0.171, 0.195, -0.553, 0.185, 0.196, 0.183, -0.051, 0.045, -0.258, -0.347, -0.560, 0.178, 0.173, 0.189, -0.556, 0.192, 0.178, 0.173, 0.082, 0.092, 0.094, 0.125, 0.124, 0.120, 0.134, 0.091, 0.093, 0.105, 0.134, 0.131, 0.262, -0.957, -0.375, 0.291, 0.247, -0.244, 1.507, -0.240, -0.236, 0.027, -0.005, 0.017, 0.030, 0.007, 0.025, 0.020, 0.031, 0.007, 0.003, -0.279, -0.121, -0.210, 0.088, -0.131, 0.140, -0.120, 0.161, -0.139, 0.148], "total_energy_ev": -102135.7436, "e_lumo_ev": [-5.51, -5.53], "e_homo_ev": [-11.8, -11.8], "orbital_gap_ev": [6.25, 6.22], "total_charge": 1, "relative_energy_kcal_mol": 0.0, "largest_force_ha_per_bohr": 0.0152}